Entry 1:
Molecular formula: C5H14OSSi
Method: DFT, wB97M-V/def2-TZVPD

Output
**HOMO**: -7.67 eV
**Gap between HOMO and LUMO**: 8.3 eV

Structure (ORCA input):
```
! wB97M-V def2-TZVPD RIJCOSX def2/J DEFGRID3
* xyz 0 1
C 0.845 -2.211 2.809
C 0.871 2.188 -1.195
C -1.258 0.758 0.867
C 0.600 -2.544 1.368
C 1.237 -1.550 0.400
O 1.160 0.856 -0.859
Si 0.275 0.018 0.218
S -2.911 2.137 -3.897
H 1.819 -1.749 3.041
H -0.009 -1.613 3.251
H 0.635 -3.129 3.474
H -0.166 2.177 -1.580
H 1.500 2.380 -2.060
H 1.222 2.850 -0.369
H -2.640 3.207 -3.134
H -1.816 0.288 1.624
H -1.794 1.720 0.580
H 1.062 -3.509 1.074
H -0.489 -2.584 1.031
H 1.207 -2.194 -0.534
H 2.394 -1.516 0.505
H -3.898 1.469 -3.125
*
```

Entry 2:
Molecular formula: C5H14P2
Method: DFT, wB97M-V/def2-TZVPD

Output
**HOMO (spin up / spin down)**: -7.65 / -7.65 eV
**Gap between HOMO and LUMO (spin up / spin down)**: 7.7 / 7.7 eV

Structure (ORCA input):
```
! wB97M-V def2-TZVPD RIJCOSX def2/J DEFGRID3
* xyz 0 1
C -1.755 -1.524 0.940
C 1.812 -1.035 -0.009
C 1.869 1.696 0.112
C -1.364 -0.923 -0.418
C -0.620 0.385 -0.181
P -1.850 1.633 0.208
P 0.878 0.372 0.693
H -2.599 -1.028 1.407
H -2.014 -2.620 0.813
H -0.837 -1.498 1.559
H 2.858 -1.048 0.355
H 2.011 -1.013 -1.050
H 1.589 -2.099 0.049
H 1.240 2.548 -0.192
H 2.459 1.272 -0.636
H 2.431 1.986 0.988
H -0.743 -1.661 -0.907
H -2.283 -0.764 -1.118
H 0.194 0.802 -1.908
H -2.435 1.820 -1.117
H -0.841 2.699 0.412
*
```

Entry 3:
Molecular formula: C5H14PS
Method: DFT, wB97M-V/def2-TZVPD

Output
**HOMO**: -13.18 eV
**Gap between HOMO and LUMO**: 8.8 eV

Structure (ORCA input):
```
! wB97M-V def2-TZVPD RIJCOSX def2/J DEFGRID3
* xyz 1 1
C -2.856 -0.350 -0.800
C 2.818 -1.484 0.122
C 1.511 1.775 -0.802
C -3.978 -0.392 -0.056
C 1.735 -0.706 0.869
P 0.726 0.200 -0.374
S -0.949 1.234 0.922
H -2.846 0.345 -1.674
H -1.997 -1.022 -0.788
H -2.176 0.401 0.159
H 3.768 -1.648 0.786
H 2.443 -2.494 -0.216
H 3.178 -0.766 -0.679
H 2.362 1.773 -1.498
H 1.914 2.450 -0.049
H 0.772 2.325 -1.420
H -4.792 0.218 -0.316
H -4.070 -1.114 0.782
H 2.309 -0.006 1.573
H 0.988 -1.250 1.435
H -0.861 0.510 2.023
*
```

Entry 4:
Molecular formula: C5H14S
Method: DFT, wB97M-V/def2-TZVPD

Output
**HOMO**: -8.45 eV
**Gap between HOMO and LUMO**: 9.4 eV

Structure (ORCA input):
```
! wB97M-V def2-TZVPD RIJCOSX def2/J DEFGRID3
* xyz 0 1
C -0.060 -0.151 -1.601
C 0.615 0.745 -2.633
C -2.010 1.693 -0.871
S -1.854 0.045 -1.544
H 0.101 -1.214 -1.801
H 0.358 0.056 -0.612
H 1.679 0.526 -2.706
H 0.548 1.791 -2.348
H -2.492 1.689 0.108
H -1.043 2.175 -0.758
H -2.606 2.335 -1.521
H 0.143 0.605 -3.604
C 0.975 -2.000 2.299
C 0.680 -0.552 2.709
H 0.188 -2.410 1.673
H 1.913 -2.090 1.757
H 1.064 -2.659 3.159
H 1.611 -0.038 2.930
H -0.060 -0.504 3.510
H 0.248 -0.040 1.852
*
```

Entry 5:
Molecular formula: C5H14S
Method: DFT, wB97M-V/def2-TZVPD

Output
**HOMO**: -8.47 eV
**Gap between HOMO and LUMO**: 9.3 eV

Structure (ORCA input):
```
! wB97M-V def2-TZVPD RIJCOSX def2/J DEFGRID3
* xyz 0 1
C 0.328 1.123 5.404
S -0.236 0.008 4.081
C 0.263 0.987 2.610
H 1.365 1.342 5.186
H 0.407 0.648 6.360
H -0.390 2.056 5.518
H -0.332 1.894 2.725
H 1.316 1.242 2.802
H 0.191 0.475 1.629
C 0.554 -0.413 -6.373
C 0.103 -1.299 -5.195
C -0.946 -0.621 -4.337
H -0.065 0.510 -6.470
H 0.383 -1.048 -7.337
H 1.603 -0.379 -6.200
H 0.933 -1.729 -4.590
H -0.212 -2.320 -5.477
H -1.255 -1.369 -3.560
H -0.527 0.094 -3.625
H -1.716 -0.162 -4.993
*
```

Entry 6:
Molecular formula: C5H14S
Method: DFT, wB97M-V/def2-TZVPD

Output
**HOMO**: -8.59 eV
**Gap between HOMO and LUMO**: 9.6 eV

Structure (ORCA input):
```
! wB97M-V def2-TZVPD RIJCOSX def2/J DEFGRID3
* xyz 0 1
C -1.311 1.597 -0.549
C 0.175 1.533 -2.861
S 0.307 2.192 -1.163
H -1.568 0.561 -0.767
H -1.239 1.679 0.531
H -2.114 2.166 -1.020
H 0.319 0.459 -2.944
H 0.911 2.076 -3.440
H -0.800 1.770 -3.284
C -0.072 -1.230 1.488
C 0.917 -1.029 2.627
C 0.531 -1.540 0.119
H -0.848 -1.989 1.618
H -0.639 -0.288 1.573
H 1.461 -1.958 2.875
H 1.474 -1.018 -0.045
H 0.524 -2.625 0.034
H 0.358 -0.879 3.551
H 1.671 -0.285 2.393
H -0.057 -1.193 -0.736
*
```

Entry 7:
Molecular formula: C5H14Si
Method: DFT, wB97M-V/def2-TZVPD

Output
**HOMO**: -9.74 eV
**Gap between HOMO and LUMO**: 10.6 eV

Structure (ORCA input):
```
! wB97M-V def2-TZVPD RIJCOSX def2/J DEFGRID3
* xyz 0 1
C 1.248 0.698 -1.315
C 0.648 0.909 1.020
C 1.334 -1.343 0.016
C -2.381 -0.133 0.885
C 0.622 -0.027 -0.162
Si -1.270 -0.380 -0.605
H 2.273 0.949 -1.052
H 1.309 0.379 -2.378
H 0.714 1.677 -1.441
H 1.712 1.200 1.161
H 0.256 0.541 2.013
H 0.105 1.861 0.836
H 2.438 -1.259 -0.115
H 1.177 -1.434 1.197
H 1.045 -2.097 -0.725
H -2.134 0.757 1.412
H -3.469 -0.143 0.639
H -2.227 -1.090 1.597
H -1.818 0.620 -1.813
H -1.583 -1.683 -1.170
*
```

Entry 8:
Molecular formula: C5H15ClN2OP
Method: DFT, wB97M-V/def2-TZVPD

Output
**HOMO**: -12.13 eV
**Gap between HOMO and LUMO**: 8.3 eV

Structure (ORCA input):
```
! wB97M-V def2-TZVPD RIJCOSX def2/J DEFGRID3
* xyz 1 1
C 3.238 -1.071 -0.787
C 2.710 1.372 -0.659
C -3.646 0.308 0.924
C -2.948 -1.464 -0.813
C -1.532 0.411 -0.175
N 2.456 -0.020 -0.164
N -2.682 -0.239 -0.086
O 2.183 1.299 1.856
P 2.206 -0.249 1.490
Cl 0.082 -0.659 1.255
H 3.238 -0.761 -1.834
H 4.388 -1.162 -0.535
H 2.857 -2.051 -0.556
H 2.490 1.461 -1.740
H 2.139 2.098 -0.188
H 3.656 1.822 -0.471
H -4.302 0.918 0.406
H -4.149 -0.493 1.428
H -2.982 0.948 1.577
H -3.302 -2.154 -0.124
H -3.821 -1.299 -1.443
H -2.073 -2.038 -1.228
H -1.277 1.356 0.209
H -0.977 0.203 -1.125
H 2.048 1.468 2.782
*
```

Entry 9:
Molecular formula: C5H15MnN7O16
Method: DFT, wB97M-V/def2-TZVPD

Output
**HOMO (spin up / spin down)**: -9.90 / -10.91 eV
**Gap between HOMO and LUMO (spin up / spin down)**: 8.8 / 9.8 eV

Structure (ORCA input):
```
! wB97M-V def2-TZVPD RIJCOSX def2/J DEFGRID3
* xyz 0 6
Mn 1.322 1.431 -0.152
N -0.426 1.563 1.613
O -1.258 1.784 2.455
O 0.443 0.667 1.701
O -0.461 2.293 0.478
N 1.595 -0.600 -1.769
O 1.006 0.572 -1.948
O 1.466 -1.490 -2.537
O 2.160 -0.699 -0.593
C 0.946 -7.431 2.542
N 0.595 -8.827 2.661
O -0.433 -9.176 2.127
O 1.266 -9.491 3.459
H 0.374 -6.883 3.294
H 0.711 -7.107 1.513
H 2.022 -7.369 2.635
C 0.123 4.995 -1.316
N 1.617 4.814 -1.230
O 2.047 3.695 -0.890
O 2.380 5.704 -1.365
H -0.026 4.994 -2.377
H -0.011 5.924 -0.845
H -0.306 4.221 -0.733
C -2.472 -1.545 -3.336
N -2.306 -0.594 -2.209
O -2.686 0.550 -2.410
O -1.913 -0.990 -1.133
H -1.761 -2.353 -3.233
H -2.306 -0.974 -4.184
H -3.423 -1.954 -3.232
C 4.387 0.077 1.613
N 3.924 1.468 1.565
O 3.512 1.909 0.451
O 3.935 2.011 2.620
H 4.762 -0.208 0.672
H 3.531 -0.493 1.816
H 5.083 0.092 2.475
C -4.198 2.087 0.042
N -4.301 3.615 -0.083
O -3.400 4.177 -0.657
O -5.263 4.169 0.394
H -4.090 1.777 -0.973
H -4.989 1.678 0.619
H -3.176 1.919 0.459
*
```

Entry 10:
Molecular formula: C5H15N2
Method: DFT, wB97M-V/def2-TZVPD

Output
**HOMO**: -12.94 eV
**Gap between HOMO and LUMO**: 9.9 eV

Structure (ORCA input):
```
! wB97M-V def2-TZVPD RIJCOSX def2/J DEFGRID3
* xyz 1 1
C -1.451 0.492 -0.060
N -0.627 1.515 -0.715
C -0.578 1.692 -2.162
C -0.840 -0.916 -0.181
N 0.655 -0.842 -0.176
C 1.316 -0.396 1.123
C 1.470 -1.404 2.211
H -1.504 0.748 0.991
H -2.460 0.454 -0.484
H -0.811 2.377 -0.214
H -0.322 0.749 -2.647
H -1.557 2.008 -2.549
H 0.127 2.493 -2.354
H -1.182 -1.494 0.678
H -1.196 -1.465 -1.052
H 1.041 -1.743 -0.472
H 0.973 -0.238 -0.936
H 2.257 0.037 0.789
H 0.721 0.447 1.459
H 1.420 -0.801 3.117
H 2.361 -2.025 2.189
H 0.646 -2.123 2.270
*
```

Entry 11:
Molecular formula: C5H15N2
Method: DFT, wB97M-V/def2-TZVPD

Output
**HOMO**: -14.43 eV
**Gap between HOMO and LUMO**: 11.7 eV

Structure (ORCA input):
```
! wB97M-V def2-TZVPD RIJCOSX def2/J DEFGRID3
* xyz 1 1
N -0.894 1.228 2.122
C -1.023 2.291 1.133
C -0.807 1.694 -0.260
N 0.298 0.642 -0.146
C -0.088 -0.785 -0.558
C 1.039 -1.453 -1.348
C 1.293 -2.905 -0.886
H 1.153 0.990 -0.569
H -1.673 0.576 2.116
H -0.818 1.592 3.067
H -0.296 3.059 1.381
H -1.982 2.816 1.134
H -0.437 2.482 -0.900
H -1.723 1.235 -0.612
H 0.392 0.637 0.884
H -0.265 -1.287 0.391
H -0.984 -0.664 -1.157
H 0.839 -1.390 -2.414
H 1.978 -0.939 -1.149
H 1.158 -2.962 0.195
H 0.557 -3.616 -1.270
H 2.283 -3.244 -1.156
*
```

Number 1: calculated total energy -26170.2850 eV. Number 2: calculated total energy -23985.0113 eV. Number 3: calculated total energy -25526.6693 eV. Number 4: calculated total energy -16247.0706 eV. Number 5: calculated total energy -16245.8728 eV. Number 6: calculated total energy -16246.7014 eV. Number 7: calculated total energy -13288.4011 eV. Number 8: calculated total energy -32260.0838 eV. Number 9: calculated total energy -79919.2549 eV. Number 10: calculated total energy -8401.7511 eV. Number 11: calculated total energy -8402.0928 eV.